Record 1
Entry from the Open Molecules 2025 dataset: one molecule with the formula C6H10O (ωB97M-V/def2-TZVPD).

Properties
- structure (SMILES) = CC1=CCC[C@H]1O
- energy relative to the best compared isomer or geometry (same formula, charge and spin) (kcal/mol) = 12.3
- HOMO (eV) = -9.07
- orbital gap (eV) = 10.04
- LUMO (eV) = 1.0

Geometry as XYZ:
```
17
Properties=species:S:1:pos:R:3:forces:R:3
C 2.2435 0.0958 0.2420 -0.099 0.021 -0.119
C 0.7623 -0.1126 0.0042 -0.317 -0.302 0.006
C 0.0863 -1.1697 0.4526 0.076 -0.106 0.045
C -1.3953 -1.1591 0.1895 -0.005 -0.061 0.151
C -1.6538 0.2078 -0.4666 0.326 0.247 0.469
C -0.1967 0.8727 -0.6412 -1.465 -0.865 0.208
O -0.0087 2.1827 -0.1428 -0.306 -0.139 0.134
H 2.4516 0.9518 0.8989 -0.181 -0.108 -0.198
H 2.8032 0.2675 -0.6840 -0.164 0.008 0.060
H 2.6676 -0.7913 0.7317 -0.157 0.202 -0.150
H 0.5655 -2.0065 0.9500 -0.019 0.023 0.057
H -1.9733 -1.3018 1.1092 0.093 -0.088 -0.058
H -1.6589 -1.9891 -0.4807 -0.038 0.184 0.116
H -2.2273 0.0648 -1.4093 0.748 0.359 0.374
H -2.2502 0.8991 0.1292 -0.084 -0.184 0.273
H -0.2940 0.8919 -1.7017 1.669 0.666 -1.103
H 0.0784 2.0959 0.8189 -0.077 0.144 -0.266
```
Forces are in eV/Å.

Record 2
Entry from the Open Molecules 2025 dataset: C6H10O as an isolated structure (ωB97M-V/def2-TZVPD).

Properties
- energy relative to the best compared isomer or geometry (same formula, charge and spin) (kcal/mol) = 132.2
- HOMO (eV) = -7.67
- orbital gap (eV) = 8.47
- LUMO (eV) = 0.8

Geometry as XYZ:
```
17
Properties=species:S:1:pos:R:3:forces:R:3
C 2.1223 -0.0326 -0.0258 0.027 -0.012 0.019
C 0.7790 0.5207 -0.4663 0.180 0.140 0.125
O 0.1263 -0.4687 -1.2979 -0.026 -0.023 -0.077
C -1.2061 -0.7158 -0.9375 -0.158 -0.296 -0.259
C -1.5046 1.0529 -0.0759 -0.082 0.196 0.140
C -0.9063 -0.4991 0.8787 0.053 -0.181 0.293
C -0.2284 0.8026 0.6522 0.005 -0.003 -0.002
H 2.7009 -0.3479 -0.8991 -0.076 0.042 0.118
H 2.0020 -0.8985 0.6346 -0.002 0.112 -0.094
H 2.6959 0.7339 0.5074 -0.096 -0.089 -0.079
H 0.9186 1.4282 -1.0654 -0.032 -0.111 0.082
H -1.9292 -0.3669 -1.6731 0.104 -0.020 0.127
H -1.3591 -1.8013 -0.8454 0.023 0.167 0.038
H -2.3582 1.1318 0.6173 0.115 -0.038 -0.094
H -0.2779 -1.3849 0.8422 -0.095 0.133 -0.066
H -1.6612 -0.5656 1.6566 0.113 0.058 -0.134
H 0.0861 1.4112 1.4974 -0.054 -0.076 -0.138
```
Forces are in eV/Å.

Record 3
Entry from the Open Molecules 2025 dataset: one molecule with the formula C6H10O (ωB97M-V/def2-TZVPD).

Properties
- structure (SMILES) = C[C@H]1OC[C@H]2C[C@H]21
- energy relative to the best compared isomer or geometry (same formula, charge and spin) (kcal/mol) = 13.8
- HOMO (eV) = -9.73
- orbital gap (eV) = 10.89
- LUMO (eV) = 1.2

Geometry as XYZ:
```
17
Properties=species:S:1:pos:R:3:forces:R:3
C 0.6865 1.9158 0.8519 -0.047 -0.003 0.025
C 0.6915 0.6264 0.0610 0.012 0.201 -0.114
O 0.8402 -0.4866 0.9324 0.105 0.016 0.028
C 0.6119 -1.6329 0.1271 -0.028 -0.218 -0.082
C -0.5155 -1.2343 -0.8149 0.042 -0.131 -0.059
C -1.6361 -0.5048 -0.1356 -0.167 0.022 0.113
C -0.5221 0.2687 -0.7856 0.107 0.122 -0.092
H 1.6282 2.0122 1.4019 -0.164 -0.002 -0.043
H -0.1434 1.9554 1.5630 0.060 -0.053 -0.096
H 0.6052 2.7652 0.1650 -0.016 -0.111 0.119
H 1.5552 0.6449 -0.6285 -0.065 0.052 0.051
H 1.5256 -1.8779 -0.4377 -0.155 -0.024 0.009
H 0.3688 -2.4681 0.7909 0.025 0.111 -0.077
H -0.6782 -1.7933 -1.7317 -0.004 0.058 0.197
H -1.6864 -0.5585 0.9491 0.041 0.060 -0.151
H -2.5996 -0.4946 -0.6376 0.185 0.046 0.065
H -0.7318 0.8625 -1.6708 0.070 -0.146 0.107
```
Forces are in eV/Å.

Record 4
Entry from the Open Molecules 2025 dataset: one molecule with the formula C6H10O (ωB97M-V/def2-TZVPD).

Properties
- structure (SMILES) = CC1=CCC[C@H]1O
- energy relative to the best compared isomer or geometry (same formula, charge and spin) (kcal/mol) = 0.5
- HOMO (eV) = -9.23
- orbital gap (eV) = 10.20
- LUMO (eV) = 1.0

Geometry as XYZ:
```
17
Properties=species:S:1:pos:R:3:forces:R:3
C -1.4662 -0.1497 -1.6769 -0.035 0.039 0.025
C -0.5203 0.1279 -0.5479 -0.080 0.132 0.125
C -0.6162 1.0670 0.3969 0.026 -0.116 -0.125
C 0.5126 1.0078 1.3981 -0.012 0.017 0.040
C 1.4938 0.0148 0.7438 0.033 -0.046 0.008
C 0.6710 -0.7765 -0.2873 0.101 0.274 -0.224
O 0.2436 -2.0616 0.1557 -0.179 -0.009 0.229
H -2.4443 0.3126 -1.5038 0.178 -0.085 -0.051
H -1.5992 -1.2315 -1.7905 -0.029 0.173 -0.018
H -1.0719 0.2401 -2.6246 -0.031 -0.112 0.145
H -1.4231 1.7964 0.4654 0.129 -0.178 -0.021
H 0.1500 0.6594 2.3749 0.042 0.047 -0.118
H 0.9740 1.9860 1.5737 -0.073 -0.125 -0.042
H 2.2724 0.5717 0.2153 -0.049 -0.039 0.051
H 1.9859 -0.6580 1.4487 -0.037 0.051 -0.036
H 1.2515 -0.9892 -1.1917 -0.078 0.068 0.097
H -0.4137 -1.9170 0.8500 0.094 -0.091 -0.083
```
Forces are in eV/Å.

Record 5
Entry from the Open Molecules 2025 dataset: one molecule with the formula C6H10O (ωB97M-V/def2-TZVPD).

Properties
- energy relative to the best compared isomer or geometry (same formula, charge and spin) (kcal/mol) = 121.4
- HOMO (eV) = -7.63
- orbital gap (eV) = 8.49
- LUMO (eV) = 0.9

Geometry as XYZ:
```
17
Properties=species:S:1:pos:R:3:forces:R:3
C 1.4560 1.3039 -0.6689 0.054 0.015 0.014
C 0.0558 0.7160 -0.5719 -0.021 0.042 -0.089
C 0.0766 -0.8381 -0.6315 0.066 -0.061 -0.445
C 0.0463 -0.5423 1.1734 0.065 0.258 0.308
C -1.1352 -1.6594 0.5412 -0.300 -0.262 -0.234
O -0.7697 -1.4850 1.8511 0.002 0.021 0.075
C -0.5439 0.8266 0.8449 0.007 0.038 0.086
H 2.0951 0.8447 0.0937 -0.079 0.067 -0.106
H 1.9004 1.1269 -1.6547 -0.070 0.023 0.128
H 1.4359 2.3853 -0.4930 -0.009 -0.150 -0.033
H -0.5942 1.1346 -1.3483 0.101 -0.072 0.119
H -0.6186 -1.1718 -1.4200 0.077 0.014 0.131
H 1.0377 -1.3201 -0.8222 -0.134 0.096 0.062
H -2.0841 -1.2052 0.2539 0.168 -0.023 0.055
H -0.9718 -2.6760 0.1827 -0.014 0.172 0.031
H -0.1069 1.6168 1.4648 -0.046 -0.119 -0.093
H -1.6395 0.9347 0.8606 0.133 -0.059 -0.008
```
Forces are in eV/Å.

Record 6
Entry from the Open Molecules 2025 dataset: one molecule with the formula C6H10O (ωB97M-V/def2-TZVPD).

Properties
- structure (SMILES) = C[C@H]1O[C@H]2CC[C@H]21
- energy relative to the best compared isomer or geometry (same formula, charge and spin) (kcal/mol) = 54.8
- HOMO (eV) = -9.36
- orbital gap (eV) = 10.51
- LUMO (eV) = 1.1

Geometry as XYZ:
```
17
Properties=species:S:1:pos:R:3:forces:R:3
C -1.3632 -1.1812 -1.3145 0.452 0.276 0.268
C -1.2226 -0.4819 0.0941 1.353 -0.442 0.875
O -0.1141 -1.2137 0.8198 -0.088 -0.959 -0.143
C 0.6204 -0.0739 1.3317 -0.508 -0.286 -0.204
C 1.7938 0.4322 0.4293 -0.336 -0.198 -0.117
C 0.7411 1.2960 -0.3182 -0.237 0.161 -0.354
C -0.4032 0.8335 0.6240 -0.616 -0.009 -0.503
H -0.6582 -0.8458 -2.0777 0.179 0.018 0.195
H -1.1173 -2.2203 -1.0578 0.161 0.171 -0.134
H -2.3453 -1.2675 -1.8292 0.279 0.717 0.860
H -2.2344 -0.6868 0.5337 1.070 0.527 0.451
H 0.8902 -0.1309 2.4100 -0.804 -0.090 -0.568
H 2.3017 -0.3683 -0.1204 -0.299 0.133 -0.108
H 2.5998 1.0425 0.8839 -0.690 -0.374 0.239
H 0.9618 2.3654 -0.2901 -0.129 -0.122 -0.108
H 0.5493 0.9745 -1.3394 0.118 0.246 -0.165
H -0.9999 1.5262 1.2209 0.095 0.231 -0.482
```
Forces are in eV/Å.

Record 7
Entry from the Open Molecules 2025 dataset: one molecule with the formula C6H10O (ωB97M-V/def2-TZVPD).

Properties
- structure (SMILES) = C#C[C@](C)(O)CC
- energy relative to the best compared isomer or geometry (same formula, charge and spin) (kcal/mol) = 34.7
- HOMO (eV) = -9.98
- orbital gap (eV) = 10.92
- LUMO (eV) = 0.9

Geometry as XYZ:
```
17
Properties=species:S:1:pos:R:3:forces:R:3
C -1.2218 2.3577 0.2581 0.144 -0.404 0.057
C -0.8433 1.2163 0.3096 -0.036 0.495 0.033
C -0.4234 -0.1994 0.2708 -0.135 0.084 -0.328
C -1.6051 -1.0234 -0.2535 -0.057 -0.084 -0.074
O -0.1404 -0.6250 1.6028 0.019 0.120 -0.020
C 0.8288 -0.3630 -0.6186 -0.039 -0.054 -0.078
C 2.0567 0.3683 -0.0839 -0.019 0.025 0.035
H -1.5617 3.3705 0.2321 0.083 -0.207 0.007
H -2.4774 -0.8480 0.3836 0.122 -0.009 -0.152
H -1.8560 -0.7770 -1.2914 0.078 -0.009 0.227
H -1.3490 -2.0882 -0.1979 -0.015 0.072 -0.101
H -0.1395 -1.5866 1.5604 0.075 -0.071 0.205
H 1.0383 -1.4404 -0.6958 -0.061 0.143 0.063
H 0.5935 -0.0218 -1.6347 -0.037 -0.019 0.173
H 2.9271 0.1762 -0.7203 -0.138 0.026 0.109
H 2.2841 0.0331 0.9322 0.008 0.066 -0.147
H 1.8890 1.4507 -0.0535 0.006 -0.175 -0.010
```
Forces are in eV/Å.